# 1
CH5N3O | the ωB97M-V functional and the def2-TZVPD basis

```
10
Properties=species:S:1:pos:R:3:forces:R:3:lowdin_charge:R:1
C -0.022 -0.447 -0.030 0.562 -1.060 -0.552 -0.464
N 1.137 1.657 -0.340 0.623 0.362 -0.408 -0.028
N -1.019 -1.213 0.668 0.008 1.198 1.458 0.067
N 0.846 0.822 0.534 -2.332 -2.796 0.402 -0.032
O -0.637 -0.066 -1.198 0.573 0.918 -1.846 -0.043
H 0.796 -1.141 -0.209 0.324 0.021 0.004 0.125
H 1.560 2.434 0.106 0.540 1.649 -0.116 0.044
H -0.027 0.267 -1.947 -1.021 -0.720 2.366 0.145
H -1.874 -0.673 0.839 0.409 -0.136 -0.294 0.089
H -0.762 -1.640 1.577 0.315 0.564 -1.016 0.097
```
Forces are in eV/Å.

lowest unoccupied orbital energy (alpha / beta)	1.1 / -1.2	eV
orbital gap (alpha / beta)	7.7607 / 9.2614	eV
2S+1	3

# 2
CH5N3OS | the ωB97M-V functional and the def2-TZVPD basis

```
11
Properties=species:S:1:pos:R:3:forces:R:3:lowdin_charge:R:1
H -0.798 -1.425 1.571 -0.687 -0.007 -1.370 0.064
N -1.041 -1.257 0.553 0.746 0.336 1.858 0.106
C -0.214 -0.370 0.155 -0.030 -0.276 -0.427 -0.618
N 0.673 0.343 0.954 -1.698 0.057 1.904 -0.070
O 1.924 0.691 0.529 0.249 0.278 -0.461 -0.012
N -0.143 0.029 -1.169 -0.351 0.436 -0.522 -0.388
S -1.541 0.098 -2.148 -0.246 0.421 0.390 0.717
H 0.573 0.218 1.971 0.404 -0.104 -0.841 0.148
H 2.356 -0.154 0.442 0.901 -0.430 -0.189 0.101
H 0.550 0.747 -1.331 -0.249 0.082 -0.053 0.070
H -2.338 1.077 -1.526 0.959 -0.793 -0.290 -0.117
```
Forces are in eV/Å.

lowest unoccupied orbital energy	0.5	eV
orbital gap	9.6383	eV
2S+1	1

# 3
CH5N3OS | the ωB97M-V functional and the def2-TZVPD basis

```
11
Properties=species:S:1:pos:R:3:forces:R:3:lowdin_charge:R:1
N -1.785 -0.097 0.012 1.295 1.049 0.560 0.023
N -0.648 -0.920 -0.022 -0.783 -0.676 0.057 -0.091
C 0.626 -0.459 -0.014 0.481 1.663 -0.079 -0.869
S 2.014 -1.393 0.013 -0.418 -0.029 0.148 0.599
N 0.697 0.903 -0.011 -0.565 0.025 -0.032 -0.080
O 1.894 1.614 0.052 -0.450 -0.393 -0.216 -0.046
H -2.039 0.307 0.919 0.241 -0.715 -0.391 0.103
H -2.546 -0.417 -0.536 -0.354 -0.420 -0.367 0.075
H -0.756 -1.908 0.157 0.072 0.090 0.049 0.125
H -0.029 1.436 -0.488 0.244 -0.239 0.342 0.141
H 2.572 0.933 -0.083 0.235 -0.356 -0.070 0.022
```
Forces are in eV/Å.

lowest unoccupied orbital energy	0.7	eV
orbital gap	9.2727	eV
2S+1	1

# 4
CH5N3S | the ωB97M-V functional and the def2-TZVPD basis

```
10
Properties=species:S:1:pos:R:3:forces:R:3:lowdin_charge:R:1
N 1.892 -0.182 0.545 0.634 -0.604 -0.302 -0.023
N 0.795 0.478 -0.117 -0.795 1.442 0.081 -0.176
N -0.489 -0.033 -0.025 0.959 -1.136 0.026 -0.092
C -1.543 0.682 -0.134 3.625 1.964 0.814 -0.652
S -3.110 0.023 0.099 -1.726 2.048 1.184 0.756
H 2.668 -0.163 -0.141 -0.784 -0.277 0.487 0.074
H 1.735 -1.162 0.794 -0.536 0.465 -0.312 0.069
H 0.900 1.430 0.269 -0.779 -0.381 -0.413 0.112
H -1.331 1.840 -0.058 -1.283 -1.914 -0.470 0.111
H -3.110 -1.099 -0.511 0.686 -1.607 -1.094 -0.179
```
Forces are in eV/Å.

lowest unoccupied orbital energy	1.0	eV
orbital gap	9.0271	eV
2S+1	1

# 5
CH5N3S | the ωB97M-V functional and the def2-TZVPD basis

```
10
Properties=species:S:1:pos:R:3:forces:R:3:lowdin_charge:R:1
N -1.712 -0.722 -0.128 -0.087 -0.277 0.359 -0.015
N -0.731 0.293 -0.068 -0.887 0.627 0.130 -0.108
C 0.560 -0.087 -0.057 0.021 -0.185 0.009 -0.929
N 1.460 0.903 -0.056 -0.144 1.526 0.051 0.068
S 1.036 -1.697 -0.058 0.158 0.170 0.071 0.600
H -2.076 -0.889 0.819 0.091 0.476 -0.222 0.083
H -1.090 -1.534 -0.235 -0.502 -0.439 -0.508 -0.047
H -1.074 1.213 -0.391 0.774 -0.993 0.291 0.156
H 1.205 1.860 0.200 0.115 -0.707 -0.217 0.115
H 2.422 0.660 -0.026 0.461 -0.196 0.036 0.077
```
Forces are in eV/Å.

lowest unoccupied orbital energy	0.7	eV
orbital gap	9.2786	eV
2S+1	1

# 6
CH5N3S2 | the ωB97M-V functional and the def2-TZVPD basis

```
11
Properties=species:S:1:pos:R:3:forces:R:3:lowdin_charge:R:1
C 0.524 -0.986 0.261 -2.714 1.206 2.229 -0.352
N -0.707 -0.327 -1.885 -2.965 1.796 0.103 -0.220
N 1.080 -1.248 -0.936 3.225 -1.245 -1.427 -0.050
N 0.361 -0.951 -1.931 1.769 -0.337 0.826 -0.200
S -0.577 2.085 0.044 0.046 -0.663 -0.558 0.040
S -1.021 0.201 -0.206 1.015 -0.658 -0.298 0.430
H 0.016 -1.859 0.701 -0.022 0.088 -0.177 0.086
H 1.112 -0.503 1.072 -0.022 -0.151 -0.949 0.098
H -0.804 2.730 3.054 0.055 -2.298 -1.004 0.028
H 0.800 -1.136 -2.832 -0.315 -0.130 -0.112 0.180
H -0.783 1.995 2.657 -0.073 2.393 1.367 -0.040
```
Forces are in eV/Å.

lowest unoccupied orbital energy	0.0	eV
orbital gap	8.4880	eV
2S+1	1

# 7
CH5N4 | the ωB97M-V functional and the def2-TZVPD basis

```
10
Properties=species:S:1:pos:R:3:forces:R:3:lowdin_charge:R:1
C 0.845 1.005 -1.523 0.808 -0.507 -1.233 0.096
N -0.017 -1.376 0.878 0.820 2.655 2.029 0.050
N -0.637 -2.112 0.203 -3.189 -3.216 -3.157 0.138
N -0.085 1.748 -1.150 -1.231 1.006 0.393 0.030
N 0.397 0.955 -0.022 0.371 1.938 -0.104 0.006
H -0.013 -1.489 1.882 0.158 -0.347 0.965 0.136
H -1.204 -2.899 0.629 1.205 0.579 0.251 0.142
H -0.562 2.676 -1.232 0.379 -1.295 0.120 0.202
H 0.055 -0.207 0.369 1.081 0.371 0.206 0.063
H 1.078 1.593 0.431 -0.403 -1.184 0.531 0.136
```
Forces are in eV/Å.

total charge	+1
lowest unoccupied orbital energy	-4.9	eV
orbital gap	10.2809	eV
2S+1	1

# 8
CH5N4O2 | the ωB97M-V functional and the def2-TZVPD basis

```
12
Properties=species:S:1:pos:R:3:forces:R:3:lowdin_charge:R:1
C 2.199 0.727 1.904 -0.399 1.479 1.975 -0.309
N 1.833 -0.144 1.130 1.204 -1.785 -1.522 0.137
N -1.778 0.256 -1.532 -2.347 -0.401 -0.977 0.208
N -1.161 -1.205 0.128 2.646 1.416 0.090 0.266
N -1.046 -0.293 -0.641 3.907 1.204 1.067 -0.229
O 2.262 1.614 2.657 0.429 -1.371 -1.293 0.236
O 0.253 0.593 -0.777 -1.804 -1.338 0.276 -0.002
H 1.038 0.507 -0.029 -1.996 -1.256 -0.273 0.078
H 2.347 -1.010 0.775 -0.729 1.893 1.087 0.171
H -2.609 -0.235 -1.839 0.041 -0.022 0.192 0.169
H -1.408 0.990 -2.097 0.636 0.441 -0.051 0.148
H -1.928 -1.800 0.320 -1.586 -0.260 -0.571 0.127
```
Forces are in eV/Å.

total charge	+1
lowest unoccupied orbital energy	-4.8	eV
orbital gap	10.6984	eV
2S+1	1

These records have energy above the lowest of the compared OMol25 structures with the same formula, charge and spin values of 0.000 1.829 1.629 2.780 0.215 3.920 5.036 3.016 eV, in the order they appear.